1.
The following is a DFT calculation (ωB97M-V with the def2-TZVPD basis set) of C46H64BN6O2S5SbTi as an isolated structure in a non-equilibrium geometry.

Geometry as XYZ:
```
126
Properties=species:S:1:pos:R:3:forces:R:3:mulliken_charge:R:1
Ti 0.242 -0.284 0.467 -1.175 0.461 1.062 1.376
C 1.115 4.099 3.536 -0.048 -0.067 -0.228 -0.919
C -0.376 4.264 3.233 0.105 0.033 0.351 1.555
C -1.203 3.223 3.976 -0.034 -0.029 -0.112 -1.521
C -0.781 5.672 3.686 -0.040 -0.010 -0.100 -2.112
N -0.672 4.144 1.772 0.003 -0.221 -0.318 0.707
C -1.680 4.892 1.192 -0.099 0.082 0.010 -0.503
C -1.717 4.592 -0.115 -0.083 0.091 -0.104 -1.335
N -0.749 3.652 -0.363 -0.065 0.043 0.320 0.117
B -0.471 3.193 -1.797 0.152 -0.312 0.208 0.358
N -1.320 1.976 -2.263 -0.199 -0.135 -0.016 0.454
C -1.562 1.853 -3.611 0.060 0.165 -0.095 -1.319
C -2.547 0.962 -3.783 -0.052 -0.063 -0.118 -0.721
N -2.928 0.500 -2.531 0.466 0.060 0.180 0.789
C -2.117 1.108 -1.597 -0.235 0.313 -0.500 0.133
S -2.051 0.873 0.095 -0.094 -0.212 0.210 -0.552
C -4.198 -0.281 -2.419 -0.381 -0.126 -0.003 1.329
C -4.437 -0.903 -1.050 0.208 0.099 0.022 -2.127
C -5.347 0.682 -2.742 0.122 0.028 0.040 -1.787
C -4.168 -1.417 -3.447 0.090 0.211 -0.051 -1.470
N 1.054 3.007 -2.024 0.251 -0.238 -0.313 0.640
C 1.857 4.113 -2.183 -0.083 0.145 -0.044 -1.263
C 3.061 3.705 -2.614 0.096 0.157 0.071 -0.708
N 3.031 2.324 -2.708 -0.358 0.049 0.101 0.694
C 1.783 1.909 -2.307 0.104 0.428 0.079 -1.367
S 1.234 0.312 -2.106 -0.143 -0.374 0.243 0.722
C 4.048 1.544 -3.469 0.146 -0.302 -0.192 1.575
C 3.385 1.040 -4.758 -0.011 0.084 0.146 -1.509
C 4.606 0.380 -2.650 -0.113 0.172 0.062 -1.582
C 5.213 2.461 -3.831 -0.067 0.032 0.012 -2.351
C -0.142 3.334 0.804 -0.238 0.403 -0.143 -0.412
S 1.117 2.183 0.924 0.427 -0.602 0.228 -0.245
H 1.291 4.376 4.575 -0.035 0.007 -0.003 0.571
H 1.717 4.745 2.893 0.004 0.014 0.028 0.347
H 1.440 3.077 3.393 0.056 -0.064 -0.007 -0.381
H -1.021 3.290 5.050 -0.001 0.025 -0.007 0.452
H -0.938 2.226 3.642 0.070 -0.198 0.008 0.160
H -2.269 3.367 3.785 0.014 0.042 0.045 0.402
H -0.410 5.832 4.696 0.009 -0.035 0.008 0.452
H -1.863 5.803 3.716 0.015 0.018 0.015 0.464
H -0.346 6.432 3.034 0.010 0.037 0.056 0.465
H -2.292 5.577 1.744 0.071 0.005 0.010 0.502
H -2.334 4.991 -0.900 -0.003 -0.041 0.008 0.663
H -0.811 4.096 -2.518 0.042 0.090 0.009 -0.205
H -1.007 2.424 -4.334 -0.053 0.017 0.003 0.716
H -3.020 0.640 -4.691 0.009 0.000 0.047 0.657
H -4.616 -0.149 -0.290 0.018 0.005 0.073 0.426
H -3.588 -1.505 -0.738 0.068 -0.119 0.127 0.380
H -5.317 -1.543 -1.123 0.008 0.023 -0.018 0.575
H -5.447 1.421 -1.946 -0.005 0.034 -0.031 0.341
H -6.284 0.129 -2.821 -0.004 -0.011 0.036 0.475
H -5.174 1.204 -3.684 -0.052 -0.019 -0.005 0.373
H -3.340 -2.089 -3.238 0.124 -0.131 0.009 0.160
H -4.078 -1.052 -4.471 -0.037 -0.088 0.017 0.407
H -5.095 -1.984 -3.378 0.000 0.007 0.022 0.512
H 1.498 5.106 -1.976 -0.016 -0.018 -0.021 0.657
H 3.934 4.290 -2.830 -0.040 -0.060 -0.033 0.586
H 2.547 0.386 -4.521 -0.020 -0.045 -0.031 0.149
H 4.106 0.485 -5.360 0.026 0.010 0.022 0.488
H 3.018 1.885 -5.345 0.003 -0.018 -0.007 0.358
H 3.809 -0.277 -2.323 -0.047 -0.086 0.037 0.003
H 5.135 0.753 -1.772 0.009 -0.024 -0.004 0.429
H 5.302 -0.189 -3.267 0.020 0.039 -0.006 0.571
H 4.914 3.251 -4.521 0.029 0.001 0.012 0.505
H 5.976 1.859 -4.322 0.005 -0.006 -0.012 0.451
H 5.658 2.905 -2.939 0.048 -0.009 -0.032 0.476
O -0.676 -1.762 -0.719 0.068 0.723 0.222 -0.096
S -0.739 -2.937 -1.663 0.341 -0.493 -0.265 0.244
C 0.799 -3.903 -1.412 -0.177 -0.010 0.024 0.815
C 1.423 -4.123 -2.779 -0.038 0.143 -0.119 -1.157
C 1.279 -2.790 -3.502 0.000 -0.113 -0.020 0.494
C -0.186 -2.407 -3.348 -0.034 0.119 0.316 -0.525
H 0.561 -4.822 -0.888 -0.138 -0.013 0.190 0.628
H 1.400 -3.261 -0.767 -0.004 -0.023 0.014 -0.977
H 0.872 -4.897 -3.321 0.087 -0.069 0.018 0.370
H 2.462 -4.440 -2.693 -0.026 -0.037 0.053 0.443
H 1.566 -2.848 -4.553 -0.042 0.010 0.002 0.559
H 1.903 -2.036 -3.022 0.025 -0.003 -0.040 -0.600
H -0.825 -2.947 -4.049 -0.043 -0.031 0.070 0.656
H -0.373 -1.337 -3.429 -0.117 0.014 0.005 -0.056
S -0.424 -0.269 2.738 -0.238 0.629 -1.863 -1.176
Sb 0.760 -2.240 3.364 1.123 -2.146 0.591 0.197
C -0.032 -2.458 5.369 0.000 0.064 -0.240 0.763
C -0.978 -3.444 5.635 -0.025 -0.058 -0.005 -0.407
C -1.455 -3.645 6.923 0.013 -0.046 0.026 -0.775
C -0.989 -2.859 7.967 -0.001 0.032 0.018 -0.426
C -0.050 -1.869 7.713 -0.015 -0.023 0.045 -0.806
C 0.426 -1.671 6.423 -0.039 0.035 0.067 -0.363
C -1.107 -3.485 2.464 0.051 0.963 0.460 -0.070
C -0.826 -4.698 1.853 -0.136 0.072 -0.003 -0.698
C -1.814 -5.405 1.170 0.156 -0.197 -0.122 -0.573
C -3.102 -4.896 1.090 -0.040 -0.104 -0.138 -0.415
C -3.405 -3.698 1.724 -0.067 0.288 0.053 -0.621
C -2.412 -2.991 2.395 -0.154 -0.616 -0.237 -0.057
C 2.543 -0.950 4.248 -1.004 0.317 -0.219 -0.085
C 2.548 0.440 4.166 0.478 -0.043 0.207 0.422
C 3.656 1.180 4.573 -0.141 0.091 -0.166 -0.118
C 4.779 0.525 5.058 0.105 0.042 0.053 -0.640
C 4.780 -0.861 5.155 0.084 -0.191 0.008 -0.580
C 3.668 -1.593 4.750 0.005 0.200 -0.063 -0.692
H -1.344 -4.059 4.820 -0.031 0.022 0.094 0.380
H -2.190 -4.420 7.111 0.004 0.000 0.000 0.401
H -1.356 -3.015 8.974 -0.015 0.000 -0.002 0.359
H 0.316 -1.252 8.525 0.004 0.008 -0.009 0.398
H 1.163 -0.900 6.238 -0.035 -0.017 0.031 0.352
H 0.183 -5.105 1.934 0.007 -0.035 -0.073 0.341
H -1.585 -6.365 0.711 -0.014 0.044 -0.014 0.393
H -3.865 -5.431 0.536 -0.008 -0.031 0.085 0.371
H -4.420 -3.317 1.700 -0.031 0.006 -0.061 0.397
H -2.670 -2.063 2.892 -0.008 0.097 -0.012 0.375
H 1.671 0.945 3.772 0.018 0.090 0.017 -0.311
H 3.644 2.264 4.497 0.057 -0.013 0.028 0.331
H 5.653 1.088 5.364 -0.016 0.009 0.020 0.369
H 5.654 -1.372 5.546 -0.002 0.026 0.002 0.345
H 3.675 -2.679 4.833 0.047 -0.008 -0.007 0.352
C 3.706 -2.608 0.881 -0.398 0.108 0.047 -1.415
C 2.978 -1.404 0.284 1.150 -0.314 -0.035 1.350
C 3.701 -0.113 0.648 -0.354 -0.050 -0.050 -0.210
O 1.625 -1.348 0.704 0.494 0.789 -0.595 1.350
H 4.649 -2.755 0.351 -0.002 0.012 -0.010 0.375
H 3.094 -3.506 0.789 0.075 -0.053 0.039 0.196
H 3.915 -2.440 1.936 -0.037 -0.050 0.066 0.296
H 2.983 -1.521 -0.809 -0.189 0.046 0.024 -0.498
H 4.772 -0.212 0.467 0.004 0.007 -0.034 0.590
H 3.540 0.092 1.704 0.070 -0.001 0.152 -0.473
H 3.304 0.724 0.070 0.100 0.015 -0.029 -0.323
```
Positions in Å, forces in eV/Å.

The value obtained for the HOMO energy is -5.010 eV. Its relative energy (zero: lowest compared OMol25 entry of this formula, charge and spin) is 3.002 eV. The calculation puts the molar mass at 1073.832 g/mol. Its total charge is 0. As for the HOMO-LUMO gap: 4.71 eV. The calculation puts the total energy at -146286.420 eV. The LUMO energy is -0.30 eV.

---

2.
The following is a DFT calculation (ωB97M-V with the def2-TZVPD basis set) of C46H64Br2F10IN13O10PS3 as an isolated structure in a non-equilibrium geometry.

Geometry as XYZ:
```
150
Properties=species:S:1:pos:R:3:forces:R:3:mulliken_charge:R:1
C 6.185 1.230 2.708 -0.869 0.248 0.401 -0.601
C 5.978 2.738 2.473 -1.381 -2.762 0.847 0.654
O 6.890 3.410 2.232 2.381 2.447 -0.869 -0.476
O 4.692 3.218 2.564 -0.498 -0.426 -0.269 -0.364
C 4.103 3.443 1.274 -0.051 0.176 -1.014 -1.253
C 3.630 2.119 0.584 0.787 1.608 0.382 -0.380
C 2.616 1.459 1.564 1.556 0.529 -0.383 -2.041
C 1.501 0.462 1.086 1.126 -0.076 2.213 2.367
S 2.029 -0.115 -0.607 -4.158 0.142 -3.907 2.150
O 1.107 -1.111 -1.132 0.847 -1.397 1.939 -0.598
O 1.851 0.956 -1.570 1.536 1.437 1.583 -0.601
C 3.722 -0.755 -0.916 2.988 -0.294 -0.642 -0.132
F 4.584 -0.887 0.096 -0.936 -0.116 0.888 -0.178
F 4.360 0.147 -1.709 -0.776 0.232 -0.250 -0.116
C 3.825 -2.095 -1.767 -0.101 0.142 0.140 0.405
F 3.119 -3.099 -1.285 -0.509 0.000 0.272 -0.289
F 5.118 -2.461 -1.649 0.249 0.158 -0.120 -0.374
C 3.543 -1.936 -3.301 -0.076 -1.294 -0.460 0.608
F 2.870 -3.054 -3.672 0.057 -0.186 0.065 -0.311
F 2.761 -0.925 -3.646 0.084 0.807 0.435 -0.203
C 4.815 -1.948 -4.218 -1.410 0.609 -1.094 0.533
F 4.361 -1.656 -5.448 -0.289 0.244 -0.361 -0.277
F 5.350 -3.133 -4.324 0.734 -0.667 0.734 -0.249
F 5.680 -1.011 -3.914 0.782 0.133 0.625 -0.207
C 0.077 1.125 0.863 0.846 -0.047 -2.809 -0.516
P 0.058 3.013 0.820 -0.263 3.391 0.263 0.599
O 1.245 3.595 -0.122 -1.000 -1.848 0.242 -0.465
O -1.237 3.525 -0.055 0.872 -1.518 0.261 -0.483
S 0.071 3.944 2.483 0.080 -0.560 0.314 -0.385
N -1.167 0.451 1.391 -2.017 -0.391 0.342 1.937
C -2.122 1.378 2.144 -1.663 1.001 0.734 -1.510
C -3.452 0.735 2.648 0.047 -0.464 1.567 -1.031
C -3.513 0.771 4.226 -0.695 1.138 -1.512 -0.415
S -5.282 0.690 4.716 -0.013 -0.628 0.739 -0.273
C -1.955 -0.141 0.232 -0.940 -0.504 -0.872 1.112
C -2.655 0.868 -0.707 -0.919 -0.547 2.249 -0.369
O -2.113 1.253 -1.646 1.889 1.099 -2.994 -0.377
Br -4.476 1.494 -0.453 0.111 -0.471 0.335 -0.145
C -1.014 -0.654 2.380 0.719 -1.845 1.557 -1.964
C 0.234 -1.564 2.340 -0.931 0.348 0.260 -0.797
I -0.197 -3.126 0.875 0.491 0.068 -0.588 0.139
C 0.139 -2.348 3.711 0.203 -1.490 -0.341 -0.267
C -0.836 -3.542 3.666 1.769 0.133 0.025 -0.072
O -1.995 -3.457 3.709 -2.597 0.562 0.132 -0.566
F -0.307 -4.790 3.709 0.638 0.574 0.070 -0.263
C 1.510 -0.692 2.185 -0.259 -0.653 0.650 -0.343
Br 1.549 0.230 4.009 -0.016 0.234 -0.612 0.061
C 2.774 -1.542 2.302 1.747 -0.566 1.430 -1.130
O 2.879 -2.610 1.390 -1.850 0.657 -1.197 0.214
O 4.085 -3.230 1.701 1.671 -0.128 0.445 -0.530
H 7.144 1.046 3.206 -0.237 0.172 -0.247 0.435
H 5.369 0.832 3.331 0.274 -0.016 -0.217 0.198
H 6.178 0.721 1.733 0.041 0.121 0.282 0.047
H 3.254 4.138 1.353 0.270 -0.318 0.468 0.413
H 4.841 3.946 0.626 -0.156 -0.219 0.204 0.466
H 4.577 1.568 0.459 -0.661 -0.385 -0.014 0.317
H 3.317 2.438 -0.411 -0.286 -0.315 0.279 0.592
H 2.234 2.256 2.219 -0.463 -0.358 -0.504 0.421
H 3.350 0.980 2.230 -0.824 -0.391 -0.126 0.470
H -0.065 0.979 -0.238 0.100 0.145 0.498 0.407
H 1.056 3.305 -1.042 0.533 0.153 -0.333 0.331
H -1.044 3.442 -1.010 -0.268 -0.006 0.049 0.137
H -2.463 2.250 1.568 0.733 -0.390 -0.418 0.405
H -1.636 1.793 3.037 0.464 -0.331 -0.582 1.090
H -4.331 1.315 2.344 0.644 0.033 -0.398 0.585
H -3.663 -0.304 2.365 0.173 0.305 -0.263 -0.052
H -2.933 -0.043 4.680 -0.415 0.212 0.114 0.220
H -3.157 1.762 4.549 0.198 -0.513 0.053 0.416
H -5.988 1.254 3.700 0.878 -0.133 0.063 0.194
H -1.297 -0.734 -0.423 0.059 0.446 0.369 0.780
H -2.738 -0.841 0.539 0.405 0.283 0.548 -0.617
H -1.832 -1.388 2.360 -0.148 0.790 -0.605 0.107
H -1.099 -0.269 3.406 0.426 0.506 -0.589 0.786
H -0.255 -1.748 4.538 0.336 0.083 -0.374 0.447
H 1.086 -2.798 4.030 -0.043 0.546 -0.214 0.539
H 3.738 -0.994 2.293 -0.673 0.291 -0.316 0.155
H 2.813 -1.978 3.320 -0.367 0.131 -0.392 1.005
H 4.085 -4.076 1.200 -0.709 0.279 0.331 0.324
C 5.717 -7.644 0.814 0.307 -0.308 -0.066 -0.837
C 4.651 -6.712 1.150 0.013 -0.077 -0.010 0.510
N 3.806 -5.980 1.415 0.153 -0.140 -0.205 -0.598
H 5.317 -8.568 0.398 -0.152 0.094 0.019 0.298
H 6.396 -7.217 0.077 -0.121 0.132 0.011 0.277
H 6.305 -7.905 1.693 -0.118 0.114 0.073 0.285
C -1.509 4.590 -4.356 -0.209 0.147 -0.255 -0.954
C -0.593 3.817 -3.534 -0.019 0.034 -0.127 0.622
N 0.123 3.207 -2.875 -0.097 0.181 0.345 -0.485
H -2.494 4.656 -3.896 0.060 -0.123 0.079 0.200
H -1.147 5.607 -4.505 0.160 -0.073 0.118 0.298
H -1.638 4.140 -5.340 0.091 -0.130 0.080 0.326
C 1.284 -4.566 -6.066 0.133 0.367 0.115 -0.447
C 0.695 -5.852 -6.415 -0.036 0.116 0.029 0.182
N 0.234 -6.867 -6.689 0.051 0.012 -0.001 -0.380
H 0.646 -3.739 -6.376 -0.094 -0.135 -0.062 0.364
H 1.434 -4.478 -4.992 -0.076 -0.168 -0.012 0.089
H 2.254 -4.428 -6.545 -0.036 -0.147 -0.053 0.234
C -3.268 8.387 -3.982 0.057 0.256 0.003 -0.532
C -3.878 7.106 -4.312 -0.009 0.080 0.026 0.408
N -4.364 6.097 -4.573 0.066 0.067 0.075 -0.500
H -3.907 9.226 -4.280 0.108 -0.538 0.159 0.058
H -3.091 8.479 -2.910 -0.089 -0.120 -0.005 0.309
H -2.308 8.511 -4.484 -0.043 -0.152 -0.061 0.310
C 5.142 1.917 -4.573 -0.008 -0.368 -0.092 -0.298
C 5.099 3.348 -4.298 -0.016 -0.058 -0.014 0.097
N 5.065 4.473 -4.078 -0.037 -0.034 0.019 -0.424
H 5.779 1.396 -3.861 0.034 0.205 0.062 0.128
H 4.149 1.471 -4.513 -0.044 0.171 0.050 0.100
H 5.533 1.716 -5.570 0.016 0.168 0.004 0.449
C -0.546 -2.917 8.403 -0.242 -0.142 0.314 -0.990
C 0.296 -2.429 7.319 -0.017 -0.028 0.117 0.537
N 0.964 -2.043 6.468 -0.015 -0.068 0.324 -0.413
H -0.027 -2.867 9.359 0.128 0.065 -0.109 0.336
H -1.458 -2.327 8.491 0.076 0.079 -0.127 0.290
H -0.838 -3.954 8.239 0.096 0.026 -0.137 0.292
C -3.235 -6.487 3.833 0.310 -0.159 -0.235 -0.272
C -4.395 -6.399 4.710 0.036 -0.038 -0.046 0.348
N -5.310 -6.330 5.399 0.020 0.069 -0.036 -0.425
H -3.515 -6.340 2.789 -0.132 0.012 0.067 0.224
H -2.494 -5.734 4.080 -0.135 0.052 0.111 -0.208
H -2.750 -7.461 3.906 -0.172 -0.044 0.108 0.373
C -5.342 -3.567 1.810 -0.259 -0.165 0.318 -0.935
C -4.502 -3.006 0.761 -0.043 -0.032 0.029 0.479
N -3.838 -2.563 -0.066 -0.108 -0.037 0.144 -0.447
H -4.816 -3.596 2.765 0.135 0.077 -0.096 0.144
H -6.247 -2.975 1.949 0.088 0.124 -0.122 0.317
H -5.647 -4.586 1.570 0.093 0.040 -0.152 0.369
C 3.839 -7.032 -7.705 -0.287 0.256 -0.233 -0.339
C 4.763 -7.779 -6.862 -0.038 0.031 -0.042 0.300
N 5.488 -8.368 -6.196 -0.020 0.049 0.016 -0.371
H 2.841 -6.995 -7.268 0.098 -0.193 0.077 -0.134
H 4.174 -6.004 -7.848 0.177 -0.073 0.083 0.229
H 3.745 -7.482 -8.693 0.102 -0.121 0.080 0.296
C -9.379 -1.352 4.940 -0.246 -0.149 0.308 -0.824
C -8.500 -0.804 3.916 -0.063 -0.028 0.018 0.427
N -7.805 -0.373 3.112 -0.149 -0.082 -0.086 -0.396
H -8.905 -1.330 5.921 0.131 0.065 -0.099 0.273
H -10.307 -0.784 5.009 0.080 0.084 -0.128 0.287
H -9.642 -2.387 4.723 0.099 0.035 -0.129 0.279
C -5.574 5.918 -0.247 -0.136 0.232 -0.291 -0.727
C -5.006 5.115 0.829 -0.016 0.051 -0.031 0.394
N -4.559 4.482 1.675 0.041 -0.135 -0.026 -0.362
H -4.976 5.841 -1.156 0.069 -0.114 0.088 0.085
H -6.585 5.594 -0.491 0.039 -0.104 0.115 0.291
H -5.622 6.971 0.029 0.061 -0.068 0.146 0.331
C -3.758 11.554 -6.777 0.108 0.040 -0.400 -0.857
C -4.111 11.359 -5.377 -0.075 0.251 -0.041 0.431
N -4.390 11.206 -4.274 -0.025 0.252 -0.193 -0.448
H -4.039 12.549 -7.120 -0.053 0.007 0.164 0.322
H -2.686 11.441 -6.935 -0.009 -0.011 0.166 0.274
H -4.264 10.830 -7.416 -0.070 -0.037 0.151 0.281
```
Positions in Å, forces in eV/Å.

The value obtained for the HOMO energy is -10.809 eV. The calculation puts the molar mass at 1562.966 g/mol. Its total charge is +1. As for the HOMO-LUMO gap: 7.92 eV. The calculation puts the total energy at -305725.838 eV. The LUMO energy is -2.89 eV.